No. 1
Entry from OMol25: a molecular structure, C3H5AlO4 in a non-equilibrium geometry (ωB97M-V/def2-TZVPD).

Last column: natural (NBO) charge in e.
CARTESIAN COORDINATES (ANGSTROEM)
Al 3.880 0.307 -0.017  1.722
O 2.653 -0.527 -0.060  -1.003
O 0.560 -0.933 0.431  -0.464
O 1.048 0.973 -0.563  -0.586
O -2.769 0.558 0.445  -0.776
C -0.785 -0.779 -0.026  -0.106
C -1.179 0.690 0.067  -0.116
C 1.459 -0.135 -0.165  0.972
H -1.410 -1.396 0.629  0.249
H -0.829 1.142 1.008  0.214
H -1.260 1.145 -0.932  0.225
H -0.844 -1.127 -1.065  0.200
H -3.118 1.449 0.522  0.469

Relative energy (zero: lowest compared OMol25 entry of this formula, charge and spin) ... 81.27 kcal per mole
Kohn-Sham gap (alpha / beta) ... 7.132 / 3.482 eV
2S+1 ... 2
Net charge ... +1
Energy ... -660.322727 Ha

***

No. 2
Entry from OMol25: a single C4H7NO2 molecule in a non-equilibrium geometry (ωB97M-V/def2-TZVPD).

Last column: natural (NBO) charge in e.
CARTESIAN COORDINATES (ANGSTROEM)
O -0.868 -0.139 2.956  -0.501
O 0.686 2.313 -0.995  -0.583
N 0.368 0.145 -0.375  -0.449
C -0.197 -0.135 1.963  0.433
C 0.108 -1.205 -0.888  -0.417
C 0.735 1.135 -1.259  0.542
C -0.595 0.546 0.664  -0.365
H 1.029 -1.614 -1.301  0.215
H -0.673 -1.262 -1.635  0.195
H -0.181 -1.796 -0.018  0.210
H 1.184 0.740 -2.191  0.113
H -1.607 0.258 0.330  0.217
H 0.813 -0.586 1.933  0.111
H -0.803 1.603 0.815  0.278

Relative energy (zero: lowest compared OMol25 entry of this formula, charge and spin) ... 34.40 kcal per mole
Kohn-Sham gap ... 10.650 eV
SMILES ... CN(C=O)CC=O
Net charge ... 0
Energy ... -361.826032 Ha